Entry 1:
DFT (ωB97M-V/def2-TZVPD) results for C42H28NO23Ti as an isolated structure.

Geometry as XYZ:
```
95
Properties=species:S:1:pos:R:3:forces:R:3:lowdin_spin:R:1
Ti 0.6217 -0.2665 -1.1785 -3.675 0.740 -2.258 1.148
N 3.1462 -0.5007 0.3785 -2.623 -1.320 -0.331 0.002
O 3.5265 -0.2780 1.4899 0.947 0.141 -0.921 0.001
O 1.7246 -0.6454 0.3147 2.422 0.542 0.561 0.011
O 3.7168 -0.7532 -0.6716 0.201 0.627 1.471 0.004
C 0.3494 2.6743 0.5118 -0.135 -1.220 -1.045 -0.019
C 1.0881 3.7859 0.6820 0.771 2.138 -0.105 0.142
C 1.3922 4.7211 -0.5370 -0.174 -2.650 1.092 0.048
O 2.3070 5.4792 -0.3732 1.425 2.193 0.462 0.105
C 0.7889 4.4638 -1.8197 -0.466 -0.480 0.445 0.032
C 0.2376 3.2507 -1.9803 -1.761 -1.934 2.246 0.030
C -0.0535 2.2489 -0.8566 1.882 3.929 2.267 0.221
O -0.9065 1.3461 -1.0655 0.392 -2.260 -0.833 0.154
O -0.3715 2.8305 -3.0507 -0.571 0.084 -2.667 0.004
O 1.6301 4.2490 1.8987 -0.874 -1.117 -2.018 0.054
H 0.0985 2.0008 1.3227 -0.075 0.036 0.096 -0.004
H 0.6893 5.2196 -2.5763 0.461 0.180 -0.239 0.002
H -0.9058 2.0140 -2.9031 0.492 0.399 0.396 0.001
H 2.2989 4.9184 1.6518 -0.302 -0.064 -0.145 0.001
C -4.2346 -3.2889 0.7094 0.282 -0.598 -0.141 0.000
C -3.0147 -2.9802 0.1947 -0.247 0.622 0.768 0.000
C -2.7064 -1.5617 -0.3214 -0.594 -0.655 0.209 0.001
O -1.5663 -1.2404 -0.5770 1.329 -0.348 -0.203 0.003
C -3.8100 -0.6860 -0.4276 -2.274 -0.705 0.339 0.000
C -5.0865 -1.1232 -0.0451 2.847 2.691 -1.223 0.001
C -5.3897 -2.4399 0.5470 0.752 -0.114 -0.359 0.000
O -6.5358 -2.7197 0.8046 -0.528 -0.068 0.313 0.000
O -6.0040 -0.2027 -0.2028 -1.665 0.301 0.086 0.000
O -2.0095 -3.8267 0.2732 0.517 -0.334 0.059 0.000
H -4.4436 -4.2262 1.2064 0.285 -0.188 -0.133 0.000
H -3.6621 0.2913 -0.8840 -0.097 -0.194 0.261 0.000
H -6.9172 -0.4618 0.0405 0.664 -0.429 0.046 0.000
H -1.1271 -3.4402 0.0625 -0.510 0.359 -0.172 0.000
C 2.6146 -3.8487 -1.3677 -0.036 0.189 0.614 0.000
C 3.8683 -4.0867 -0.9398 0.222 0.099 0.082 0.003
C 4.3071 -4.0932 0.5329 -1.523 0.192 -1.037 0.000
O 5.4607 -4.3728 0.7084 0.612 0.017 0.866 0.002
C 3.2184 -3.8290 1.4807 1.844 -1.119 0.591 0.001
C 1.9656 -3.6508 1.0830 0.142 1.271 -1.306 0.000
C 1.6262 -3.4068 -0.4161 -0.217 -1.055 0.601 0.004
O 0.5476 -2.9113 -0.7262 0.353 -0.144 0.082 0.003
O 1.0377 -3.4166 1.9913 -0.470 0.091 0.345 0.000
O 4.8252 -4.3469 -1.7998 -0.091 -0.041 -0.767 0.002
H 2.3679 -3.9166 -2.4099 -0.138 0.230 -0.271 0.000
H 3.3782 -3.9776 2.5592 0.380 0.233 -0.494 0.000
H 1.5491 -3.3382 2.8233 -0.934 -0.005 -0.117 0.000
H 5.7000 -4.4049 -1.3921 -0.031 -0.096 0.621 0.000
C 1.2907 0.2054 3.8531 0.850 0.866 -0.730 0.000
C 2.0096 1.3168 3.5811 0.125 -0.722 -1.156 0.000
C 2.7113 2.2207 4.5149 -2.583 -2.037 2.362 0.000
O 3.3848 3.1649 4.2900 1.263 1.331 -1.058 0.000
C 2.4159 1.7804 5.9155 -0.691 -1.058 0.694 0.000
C 1.6441 0.7118 6.2110 0.383 -0.660 0.709 0.000
C 0.9752 -0.2052 5.2333 0.955 1.252 -1.425 0.000
O 0.3110 -1.1935 5.4343 -0.066 -0.116 0.939 0.000
H 1.0292 -0.4588 3.0260 -0.316 0.285 0.229 0.000
H 2.2545 1.5213 2.5660 -0.031 0.120 -0.797 0.000
H 2.8518 2.2914 6.7558 0.353 0.326 -0.005 0.000
H 1.6285 0.3019 7.2166 -0.272 0.507 0.235 0.000
C -3.4224 -1.6467 -4.3810 -0.466 0.864 -1.375 0.111
C -2.2912 -1.6584 -3.6633 1.850 0.406 0.856 0.024
C -1.2343 -0.6287 -3.7526 -2.036 -0.216 -2.091 0.193
O -0.1658 -0.5542 -3.0701 1.772 -0.767 2.633 0.139
C -1.3790 0.3093 -4.8251 -1.104 -0.232 -0.566 0.010
C -2.4964 0.2912 -5.6305 -0.232 -0.367 0.236 0.162
C -3.6373 -0.6477 -5.4542 1.320 0.633 1.064 0.071
O -4.6611 -0.5406 -6.1217 -0.384 -0.269 -0.240 0.253
H -4.1752 -2.4011 -4.2333 -0.165 -0.215 -0.077 0.005
H -2.1153 -2.5262 -3.0390 0.134 0.210 0.426 -0.003
H -0.5969 1.0327 -5.0627 -0.047 -0.226 0.386 -0.004
H -2.5948 1.0020 -6.4457 -0.025 -0.070 0.066 0.007
C -2.6943 -1.3136 3.6364 0.234 -0.094 -0.709 0.000
C -3.8138 -1.3750 4.3950 1.459 -0.453 -0.325 0.000
C -4.8418 -0.3224 4.3860 1.442 1.301 -0.946 0.000
O -5.9077 -0.3577 4.9441 0.086 -0.083 -0.054 0.000
C -4.3542 0.9109 3.5974 -0.145 -0.598 0.384 0.000
C -3.2528 0.9774 2.8377 -0.871 0.556 0.466 0.000
C -2.3327 -0.1372 2.7155 -0.600 -1.226 0.455 0.000
O -1.3857 -0.1339 1.9531 -0.117 -0.238 0.652 0.000
H -1.9678 -2.1455 3.5605 -0.487 0.532 0.447 0.000
H -3.8941 -2.1903 5.0920 -0.443 -0.360 0.002 0.000
H -4.9455 1.7841 3.7550 -0.551 0.478 -0.145 0.000
H -2.9998 1.8880 2.3223 0.096 0.220 -0.144 0.000
C 3.2652 3.0537 -4.7876 -0.958 -1.433 -0.292 0.017
C 2.7313 1.9417 -4.2162 0.040 0.722 -1.595 -0.007
C 2.7313 1.6624 -2.7836 0.560 0.327 -0.539 0.023
O 2.0310 0.7642 -2.3109 0.383 0.341 0.322 0.003
C 3.6509 2.5046 -2.0423 0.325 0.314 0.946 -0.005
C 4.1842 3.6196 -2.5599 0.275 0.042 -0.034 0.018
C 4.0122 4.0371 -4.0160 -0.561 -1.645 2.048 0.004
O 4.5044 5.0007 -4.5021 0.718 1.416 -0.427 0.019
H 3.2041 3.2674 -5.8599 -0.069 -0.338 0.355 0.001
H 2.2821 1.1858 -4.8381 -0.375 -0.062 -0.110 -0.001
H 3.8937 2.2226 -1.0214 -0.217 0.075 -0.002 0.000
H 4.8255 4.2145 -1.9204 -0.023 0.192 -0.206 0.001
```
Positions in Å, forces in eV/Å.

Calculated values
Charge   0
⟨S²⟩   3.811
Highest occupied orbital energy (alpha / beta)   -6.7 / -8.8 eV
Kohn-Sham gap (alpha / beta)   4.0 / 6.0 eV
Multiplicity   4
E   -4251.72964 hartree


Entry 2:
DFT (ωB97M-V/def2-TZVPD) results for C42H30CoN4O6PS as an isolated structure.

Geometry as XYZ:
```
85
Properties=species:S:1:pos:R:3:forces:R:3:lowdin_charge:R:1
Co 1.5810 -0.5760 -0.1032 -0.452 -0.219 0.685 0.397
C -5.2535 3.4410 -4.3457 -0.038 0.011 -0.003 -0.079
O -6.3009 2.6611 -3.8012 0.057 0.052 -0.034 -0.076
C -5.9893 1.4155 -3.3583 0.061 -0.039 0.018 -0.283
C -7.0345 0.6753 -2.8192 -0.150 -0.008 -0.014 -0.002
C -6.8082 -0.5942 -2.3256 0.016 -0.086 0.213 -0.023
C -5.5282 -1.1450 -2.3205 0.090 0.577 0.912 -0.289
C -4.4950 -0.4184 -2.9122 -0.093 -0.103 -0.346 -0.033
C -4.7167 0.8501 -3.4289 0.028 -0.181 -0.062 -0.011
N -5.3795 -2.4384 -1.7268 0.587 -0.566 -1.833 0.067
N -4.2644 -2.8953 -1.3747 -0.977 -0.051 1.679 0.061
C -3.2664 -2.0855 -0.8028 0.512 0.538 -0.676 -0.253
C -3.4944 -0.8422 -0.2281 0.048 -0.240 0.220 -0.025
C -2.4618 -0.0297 0.2305 -0.039 -0.035 0.099 0.019
C -1.1292 -0.4307 0.1123 0.045 0.074 -0.012 -0.356
O -0.1094 0.2811 0.4555 0.091 0.069 -0.151 -0.099
C -0.8880 -1.7246 -0.4493 0.033 -0.051 0.037 -0.132
N 0.4331 -2.0655 -0.5938 0.004 0.116 0.362 0.060
C 0.7354 -3.2363 -1.1088 0.085 -0.053 0.020 -0.070
C -0.2490 -4.1530 -1.5193 -0.012 0.029 -0.021 -0.024
C -1.5694 -3.8218 -1.4098 0.000 -0.003 -0.006 0.020
C -1.9299 -2.5697 -0.8577 -0.222 -0.011 -0.360 -0.093
H -5.6912 4.4021 -4.5991 -0.011 0.003 -0.004 0.094
H -4.8415 2.9843 -5.2486 0.005 -0.022 -0.008 0.098
H -4.4501 3.5932 -3.6193 -0.002 -0.007 0.025 0.079
H -8.0234 1.1158 -2.7956 0.029 -0.020 -0.009 0.121
H -7.6188 -1.1691 -1.8937 0.019 0.016 -0.027 0.114
H -3.5098 -0.8588 -2.9951 0.005 0.110 0.051 0.119
H -3.8933 1.3782 -3.8906 -0.041 -0.026 -0.010 0.093
H -4.5197 -0.5063 -0.1385 0.084 0.109 0.014 0.122
H -2.6638 0.9413 0.6655 -0.041 -0.053 0.035 0.120
H 1.7852 -3.4728 -1.2163 -0.021 -0.022 0.010 0.116
H 0.0578 -5.1006 -1.9393 0.017 0.012 0.026 0.111
H -2.3509 -4.4908 -1.7462 0.013 0.009 0.035 0.116
O 3.2089 -1.2650 -1.9984 0.227 -0.223 0.066 0.064
C 3.0923 -1.4343 -0.8044 -0.044 0.408 -0.419 -0.392
C 3.9792 -2.3209 0.0138 -0.011 -0.080 -0.166 -0.225
C 4.9769 -3.1336 -0.5153 0.027 -0.009 0.014 -0.010
C 5.6835 -3.9631 0.3395 0.016 0.027 0.011 -0.063
C 5.3993 -3.9729 1.7055 -0.004 0.036 0.002 -0.063
C 4.4158 -3.1465 2.2308 0.026 -0.009 0.038 -0.047
C 3.7073 -2.3168 1.3723 -0.286 -0.131 -0.040 -0.260
P 2.4412 -1.0866 1.8282 0.987 -0.123 -0.221 1.084
C 3.3163 0.3274 2.2473 -0.287 0.401 0.104 -0.370
C 2.6046 1.3826 2.9499 0.114 -0.208 -0.111 -0.110
C 2.8330 2.6796 2.7057 0.015 0.130 -0.182 -0.050
C 3.6484 3.0848 1.5145 -0.144 -0.185 0.036 -0.231
C 4.6246 2.0307 1.1021 -0.038 0.197 -0.108 -0.051
C 4.4098 0.7420 1.4048 -0.054 -0.058 0.107 -0.122
C 1.5554 -1.6860 3.2737 -0.532 -0.064 -0.280 -0.315
C 2.0453 -1.4690 4.5589 0.007 -0.068 0.049 -0.091
C 1.3114 -1.9020 5.6543 0.039 -0.044 -0.017 -0.070
C 0.0980 -2.5531 5.4707 -0.001 0.025 -0.007 -0.076
C -0.3851 -2.7849 4.1900 0.043 -0.039 -0.031 -0.069
C 0.3417 -2.3494 3.0917 0.026 0.033 0.054 -0.067
H 5.1775 -3.1110 -1.5797 -0.014 0.018 0.021 0.122
H 6.4628 -4.6059 -0.0519 -0.040 0.002 0.023 0.106
H 5.9556 -4.6291 2.3635 -0.013 0.010 -0.014 0.106
H 4.2023 -3.1491 3.2934 0.016 -0.009 -0.019 0.108
H 1.8849 1.1056 3.7141 0.012 0.026 -0.013 0.102
H 2.3213 3.4630 3.2512 0.060 -0.049 0.042 0.100
H 4.1455 4.0434 1.6636 -0.052 0.053 -0.056 0.135
H 5.4476 2.3274 0.4628 0.033 -0.008 0.107 0.107
H 5.0758 -0.0127 0.9991 0.010 0.010 0.010 0.109
H 2.9916 -0.9595 4.6919 -0.029 0.041 -0.003 0.111
H 1.6893 -1.7314 6.6544 -0.013 0.011 -0.018 0.107
H -0.4770 -2.8740 6.3305 0.027 -0.016 -0.018 0.105
H -1.3259 -3.3014 4.0473 0.006 0.038 -0.004 0.108
H -0.0348 -2.5107 2.0873 -0.030 0.014 0.047 0.095
O 2.9891 5.7332 -0.5423 -0.089 0.026 -0.016 -0.253
S 2.0579 4.9610 0.2205 0.215 0.129 0.010 0.720
O 1.6585 5.4394 1.5073 -0.043 -0.076 0.018 -0.252
N 2.6492 3.3894 0.3618 0.118 -0.042 0.122 -0.035
C 1.9600 2.4773 -0.3621 -0.071 0.108 -0.131 -0.341
O 2.2501 1.2941 -0.4899 -0.005 -0.142 0.172 0.049
C 0.7866 3.1168 -1.0249 0.091 -0.062 -0.074 -0.105
C -0.1773 2.4802 -1.7814 -0.076 -0.098 -0.048 0.017
C -1.2683 3.2224 -2.2128 0.034 0.031 0.011 -0.039
C -1.3740 4.5793 -1.9110 0.025 -0.036 -0.043 -0.050
C -0.3831 5.2279 -1.1847 0.076 0.082 -0.008 -0.020
C 0.6834 4.4640 -0.7551 -0.080 0.006 0.071 -0.204
H -0.0834 1.4261 -2.0044 -0.029 0.005 0.035 0.123
H -2.0530 2.7355 -2.7788 0.023 0.025 0.013 0.092
H -2.2379 5.1387 -2.2470 0.016 -0.013 0.004 0.107
H -0.4443 6.2835 -0.9544 -0.031 -0.033 -0.003 0.127
```
Positions in Å, forces in eV/Å.

Calculated values
Charge   0
Energy above the lowest of the compared OMol25 structures with the same formula, charge and spin   56.57 kcal per mole
Highest occupied orbital energy (alpha / beta)   -6.7 / -6.7 eV
Kohn-Sham gap (alpha / beta)   5.8 / 5.8 eV
E   -4411.16462 hartree


no.,largest force on an atom (Eh/bohr)
1,0.096
2,0.039